1 | 13
Properties=species:S:1:pos:R:3:lowdin_charge:R:1 method="wB97M-V/def2-TZVPD" charge=-1
S 0.060 -1.753 -0.458 0.123
O -1.618 0.874 -0.105 -0.162
N 0.348 2.192 -0.377 0.000
C -0.718 1.746 0.519 -0.415
C 1.575 -1.362 0.562 -0.638
H 0.247 1.670 -1.243 0.056
H 2.411 -1.366 -0.129 -0.030
H 1.707 -2.166 1.284 -0.022
H -1.079 0.050 -0.282 -0.100
H 1.243 1.818 -0.064 0.041
H 1.497 -0.347 0.936 -0.039
H -1.310 2.605 0.837 0.086
H -0.325 1.290 1.440 0.099


2 | 13
Properties=species:S:1:pos:R:3:lowdin_charge:R:1 method="wB97M-V/def2-TZVPD" charge=-1
S 0.438 0.101 -1.178 0.317
O 2.398 -0.884 0.761 -0.217
N -0.931 1.449 0.855 -0.110
C -0.961 -0.743 -0.343 -0.653
C -1.623 0.177 0.721 -0.413
H -1.845 -0.196 1.882 0.117
H -0.987 1.657 1.827 0.021
H 1.656 -1.480 1.026 0.004
H -0.020 1.479 0.369 -0.052
H -2.728 0.240 0.397 0.075
H 1.984 -0.412 -0.015 -0.151
H -1.745 -0.928 -1.099 0.028
H -0.483 -1.650 0.119 0.035


3 | 13
Properties=species:S:1:pos:R:3:lowdin_charge:R:1 method="wB97M-V/def2-TZVPD" charge=-1
S 0.495 0.891 0.105 0.193
O 2.501 0.194 -2.465 -0.177
N -2.420 -0.293 0.452 -0.078
C -1.492 -0.755 1.421 -0.401
C 0.033 -0.786 0.752 -0.706
H -2.371 -0.707 -0.483 0.062
H -1.966 0.551 0.261 -0.057
H 0.753 -1.032 1.600 0.023
H -0.045 -1.705 0.100 0.042
H -1.452 -0.122 2.291 0.073
H -1.873 -1.764 1.672 0.080
H 3.054 0.118 -1.595 0.060
H 1.673 0.158 -2.004 -0.114


Short version: 2 is the least stable of them.